C26H49BN2O12PS2 | wB97M-V/def2-TZVPD

The geometry in ORCA input format:
```
! wB97M-V def2-TZVPD RIJCOSX def2/J DEFGRID3
* xyz 1 1
C -5.406 -0.862 2.082
C -4.757 -0.051 0.960
C -3.221 0.157 0.906
C -2.623 0.268 2.325
C -1.963 -0.930 3.014
C -0.563 -1.299 2.548
O -2.832 -2.064 2.980
N -2.549 -0.895 0.069
C -2.980 -2.292 0.050
C -1.613 -0.427 -0.671
P -0.644 -1.435 -1.853
S 1.126 -0.765 -2.209
C -1.463 1.074 -0.542
N -0.460 1.574 0.392
C 0.653 1.154 0.621
S 2.061 0.690 1.065
B -1.021 1.683 -2.003
O -0.092 2.682 -2.040
O -1.599 1.178 -3.127
C -0.907 1.241 -4.384
C -2.902 1.402 -0.032
C -3.008 2.729 0.736
C -2.504 3.976 0.008
O -1.370 4.477 0.712
C -0.991 5.744 0.371
C 0.488 5.888 0.276
O -1.789 6.613 0.198
C -3.882 1.485 -1.204
O -3.959 0.262 -1.907
C -4.777 0.364 -3.060
H -5.239 -0.450 3.073
H -6.484 -0.837 1.911
H -5.127 -1.910 2.090
H -5.096 -0.476 0.016
H -5.201 0.944 1.012
H -1.838 1.022 2.313
H -3.398 0.664 2.980
H -1.840 -0.623 4.057
H 0.113 -0.458 2.680
H -0.192 -2.089 3.203
H -0.517 -1.689 1.533
H -2.641 -2.627 3.736
H -3.332 -2.527 -0.954
H -2.166 -2.942 0.359
H -3.795 -2.429 0.742
H -1.516 -1.440 -2.948
H -0.682 -2.750 -1.382
H -0.275 3.339 -2.721
H -1.315 2.050 -4.988
H 0.165 1.347 -4.240
H -1.102 0.308 -4.908
H -4.067 2.870 0.963
H -2.492 2.702 1.689
H -3.277 4.744 0.020
H -2.251 3.799 -1.038
H 0.955 5.488 1.174
H 0.721 6.947 0.209
H 0.862 5.367 -0.602
H -4.876 1.786 -0.862
H -3.551 2.275 -1.889
H -4.267 0.939 -3.836
H -5.724 0.856 -2.824
H -4.980 -0.642 -3.417
C 5.435 1.755 3.600
C 5.513 0.260 3.825
O 5.607 -0.065 5.219
C 4.462 -0.007 5.894
O 3.377 0.246 5.433
O 4.718 -0.287 7.167
C 3.588 -0.209 8.041
H 6.279 2.252 4.078
H 5.456 1.980 2.533
H 4.520 2.168 4.022
H 6.419 -0.141 3.376
H 4.662 -0.260 3.386
H 2.770 -0.823 7.670
H 3.260 0.824 8.142
H 3.929 -0.584 9.000
C 5.644 -6.385 -4.552
C 6.043 -5.327 -5.557
O 4.910 -4.569 -6.021
C 4.464 -3.640 -5.186
O 4.922 -3.360 -4.109
O 3.406 -3.048 -5.749
C 2.794 -2.050 -4.932
H 4.868 -7.028 -4.967
H 6.507 -6.999 -4.297
H 5.261 -5.931 -3.639
H 6.452 -5.784 -6.455
H 6.792 -4.648 -5.151
H 3.526 -1.313 -4.605
H 2.321 -2.507 -4.068
H 2.042 -1.571 -5.553
*
```

Output
- LUMO: -4.1 eV
- Frontier orbital gap: 7.71 eV
- E_HOMO: -11.85 eV



C14H23IrN6O3S2 | wB97M-V/def2-TZVPD

The geometry in ORCA input format:
```
! wB97M-V def2-TZVPD RIJCOSX def2/J DEFGRID3
* xyz 3 6
Ir -0.100 0.019 -0.321
C 2.496 0.439 1.555
C 1.414 1.057 2.446
N 0.072 0.645 2.011
C -0.954 1.675 2.162
C -0.707 2.868 1.203
N 0.042 2.470 0.006
C 1.429 2.950 -0.096
C 2.412 1.848 -0.525
N 2.165 0.563 0.133
H 3.452 0.925 1.785
H 2.590 -0.625 1.787
H 1.601 0.752 3.481
H 1.477 2.141 2.418
H -0.208 -0.194 2.521
H -1.919 1.217 1.945
H -0.990 2.045 3.195
H -1.683 3.269 0.916
H -0.177 3.663 1.734
H -0.475 2.747 -0.826
H 1.506 3.746 -0.846
H 1.744 3.376 0.857
H 2.326 1.678 -1.602
H 3.430 2.203 -0.319
H 2.697 -0.135 -0.384
C -3.907 0.406 0.050
C -3.351 -0.943 0.045
N -2.098 -1.269 -0.061
C -1.913 -2.625 -0.184
C -3.105 -3.355 -0.086
S -4.439 -2.359 0.103
C -0.643 -3.143 -0.559
C -0.365 -4.477 -0.891
S 1.181 -4.647 -1.515
C 1.434 -2.899 -1.310
N 0.415 -2.294 -0.780
C 2.687 -2.306 -1.782
H -3.146 1.143 -0.192
H -4.395 0.645 0.999
H -4.701 0.476 -0.698
H -3.199 -4.425 -0.126
H -1.033 -5.317 -0.813
H 3.125 -2.925 -2.568
H 3.432 -2.280 -0.983
H 2.523 -1.305 -2.182
O -0.791 0.829 -4.113
N -0.541 0.646 -2.982
O 0.583 0.262 -2.557
O -1.392 0.817 -2.053
*
```

Output
- LUMO (alpha / beta): -10.2 / -13.1 eV
- Frontier orbital gap (alpha / beta): 8.12 / 6.38 eV
- E_HOMO (alpha / beta): -18.34 / -19.52 eV



C33H29BrCsN7O7S | wB97M-V/def2-TZVPD

The geometry in ORCA input format:
```
! wB97M-V def2-TZVPD RIJCOSX def2/J DEFGRID3
* xyz -2 1
Cs 1.347 -1.362 0.811
O -0.690 0.321 2.690
C -0.205 0.295 4.015
C 0.830 1.377 4.267
N 2.047 1.169 3.500
C 3.068 0.440 4.236
C 4.181 -0.076 3.294
O 5.264 0.557 3.305
O 3.876 -1.058 2.582
C 2.520 2.370 2.857
C 1.837 2.625 1.517
O 0.190 4.228 2.015
O 1.618 1.730 0.737
H -0.693 1.257 2.395
H 0.235 -0.693 4.187
H -1.029 0.420 4.735
H 1.052 1.427 5.347
H 0.383 2.333 3.982
H 2.587 -0.427 4.695
H 3.514 1.058 5.035
H 3.587 2.260 2.635
H 2.414 3.263 3.495
N -2.558 2.319 0.866
C -2.688 1.049 0.307
C -3.886 0.354 0.520
C -4.007 -0.923 0.018
C -2.955 -1.471 -0.703
C -1.824 -0.695 -0.881
N -1.678 0.537 -0.384
C -1.387 3.124 0.750
C -1.130 3.720 -0.483
C 0.094 4.312 -0.881
C 1.254 4.451 -0.188
C 1.409 4.057 1.234
N -0.764 3.176 1.911
H -2.968 2.390 1.785
H -4.687 0.823 1.079
H -4.911 -1.496 0.192
H -2.989 -2.474 -1.104
H -0.977 -1.104 -1.422
H -1.911 3.614 -1.224
H 0.104 4.703 -1.898
H 2.071 5.008 -0.636
H 2.130 4.720 1.727
N 1.337 1.553 -2.285
C 0.354 0.919 -3.019
C -0.899 1.332 -3.457
C -1.639 0.415 -4.180
C -1.150 -0.875 -4.450
C 0.095 -1.280 -4.007
C 0.859 -0.361 -3.290
N 2.113 -0.510 -2.715
C 2.342 0.633 -2.130
C 3.512 0.964 -1.317
C 4.048 2.206 -1.191
S 5.259 2.182 0.017
C 4.974 0.491 0.252
N 4.061 -0.006 -0.513
H 1.171 2.295 -1.607
H -1.291 2.306 -3.199
H -2.633 0.685 -4.517
H -1.779 -1.577 -4.983
H 0.454 -2.289 -4.150
H 3.743 3.105 -1.698
H 5.474 -0.046 1.047
Br -3.351 -4.775 1.282
C -2.979 -5.325 -0.502
C -3.980 -6.054 -1.134
C -3.811 -6.468 -2.445
C -2.648 -6.129 -3.124
C -1.675 -5.381 -2.485
C -1.804 -4.972 -1.156
C -0.632 -4.161 -0.555
O -0.392 -4.334 0.652
O -0.042 -3.429 -1.379
H -4.887 -6.286 -0.593
H -4.590 -7.040 -2.934
H -2.509 -6.435 -4.154
H -0.776 -5.065 -2.999
*
```

Output
- LUMO: 3.9 eV
- Frontier orbital gap: 5.64 eV
- E_HOMO: -1.77 eV



C59H46ClCsIN5O2P2Se2 | wB97M-V/def2-TZVPD

The geometry in ORCA input format:
```
! wB97M-V def2-TZVPD RIJCOSX def2/J DEFGRID3
* xyz -2 1
Cs -0.002 0.349 0.488
C 5.216 3.834 -1.003
C 3.932 4.167 -1.421
C 3.049 3.184 -1.837
C 3.411 1.829 -1.848
C 4.700 1.507 -1.386
C 5.585 2.493 -0.984
N 2.472 0.882 -2.212
C 2.779 -0.005 -3.138
C 3.977 0.049 -3.950
C 4.265 -0.881 -4.905
C 3.409 -1.973 -5.159
C 2.238 -2.042 -4.448
C 1.890 -1.091 -3.472
N 0.676 -1.183 -2.793
N -0.158 -1.971 -3.309
C -1.336 -2.174 -2.548
C -2.457 -2.590 -3.275
C -3.618 -2.879 -2.591
C -3.625 -2.779 -1.204
C -2.464 -2.361 -0.574
N -1.343 -2.049 -1.227
H 5.907 4.601 -0.672
H 3.606 5.202 -1.415
H 2.045 3.435 -2.152
H 4.987 0.463 -1.336
H 6.570 2.209 -0.627
H 4.660 0.874 -3.798
H 5.184 -0.774 -5.475
H 3.673 -2.732 -5.885
H 1.543 -2.854 -4.612
H -2.384 -2.663 -4.351
H -4.510 -3.181 -3.128
H -4.504 -3.014 -0.619
H -2.423 -2.260 0.508
Cl 0.436 8.425 0.515
C 0.250 6.702 0.227
C 0.106 6.237 -1.092
C -0.058 4.905 -1.339
C -0.097 3.916 -0.287
O -0.314 2.702 -0.528
C 0.098 4.438 1.045
C 0.112 3.594 2.220
O 0.125 2.376 2.260
C 0.245 5.817 1.268
H 0.119 6.950 -1.909
H -0.193 4.543 -2.352
H 0.126 4.166 3.176
H 0.355 6.176 2.286
Se -2.775 -1.482 3.357
P -1.087 -2.813 3.531
Se 0.813 -2.149 2.827
C -1.550 -4.398 2.724
C -2.700 -5.060 3.151
C -3.075 -6.259 2.569
C -2.312 -6.800 1.539
C -1.178 -6.136 1.101
C -0.793 -4.939 1.696
C -0.919 -3.376 5.272
C -0.087 -4.458 5.554
C 0.087 -4.889 6.858
C -0.560 -4.232 7.900
C -1.382 -3.152 7.625
C -1.566 -2.728 6.313
H -3.307 -4.615 3.932
H -3.969 -6.769 2.910
H -2.608 -7.735 1.077
H -0.587 -6.543 0.289
H 0.092 -4.407 1.365
H 0.435 -4.954 4.743
H 0.735 -5.733 7.064
H -0.416 -4.562 8.923
H -1.887 -2.634 8.433
H -2.217 -1.893 6.080
C -7.791 0.024 0.913
C -6.768 -0.846 1.255
C -5.461 -0.569 0.869
C -5.167 0.580 0.139
C -6.202 1.457 -0.186
C -7.506 1.180 0.194
P -3.410 0.858 -0.317
C -3.352 2.672 -0.018
C -3.223 3.069 1.313
C -3.220 4.413 1.652
C -3.328 5.384 0.665
C -3.437 4.996 -0.662
C -3.457 3.649 -1.002
C -3.417 0.777 -2.145
C -4.510 0.424 -2.931
C -4.376 0.309 -4.310
C -3.151 0.543 -4.915
C -2.053 0.895 -4.138
C -2.183 1.007 -2.763
H -8.809 -0.187 1.217
H -6.975 -1.736 1.836
H -4.658 -1.233 1.168
H -5.976 2.368 -0.729
H -8.301 1.871 -0.062
H -3.104 2.317 2.088
H -3.101 4.702 2.690
H -3.291 6.434 0.925
H -3.491 5.745 -1.444
H -3.528 3.363 -2.045
H -5.468 0.224 -2.467
H -5.233 0.024 -4.909
H -3.045 0.440 -5.988
H -1.083 1.059 -4.591
H -1.316 1.293 -2.174
I 4.774 -0.745 3.900
C 4.206 1.124 3.117
C 4.622 2.276 3.769
C 4.227 3.489 3.226
C 3.449 3.496 2.080
C 3.095 2.278 1.522
N 3.470 1.103 2.030
H 5.226 2.217 4.663
H 4.526 4.418 3.697
H 3.113 4.413 1.615
H 2.491 2.239 0.625
*
```

Output
- LUMO: 3.5 eV
- Frontier orbital gap: 5.30 eV
- E_HOMO: -1.78 eV



Q: Which formula does entry 3 have?
A: C33H29BrCsN7O7S



Q: Number 2 is which compound?
A: C14H23IrN6O3S2